Formula: C62H55FGeNO9PY
Source: the Open Molecules 2025 dataset
Level of theory: ωB97M-V with the def2-TZVPD basis set

Cartesian coordinates (Å):
Y (-0.097, 0.331, -0.689)
C (-3.360, 3.339, -1.359)
C (-1.962, 2.962, -0.926)
O (-1.783, 1.805, -0.493)
C (-0.921, 3.957, -0.975)
C (-1.176, 5.247, -1.484)
C (-0.260, 6.262, -1.379)
C (0.945, 6.023, -0.720)
C (1.252, 4.766, -0.269)
C (0.368, 3.677, -0.419)
O (0.731, 2.467, -0.059)
H (-4.031, 2.509, -1.148)
H (-3.375, 3.535, -2.430)
H (-3.705, 4.231, -0.839)
H (-2.122, 5.444, -1.963)
H (-0.472, 7.239, -1.783)
H (1.650, 6.827, -0.568)
H (2.201, 4.590, 0.215)
O (-2.316, -1.987, -2.170)
C (-1.096, -2.026, -2.199)
O (-0.329, -0.978, -2.258)
C (-0.329, -3.307, -2.207)
C (-0.904, -4.484, -2.669)
C (-0.145, -5.636, -2.745)
C (1.191, -5.601, -2.376)
C (1.761, -4.434, -1.903)
C (1.002, -3.272, -1.793)
P (1.697, -1.708, -1.139)
C (2.538, -1.033, -2.629)
C (2.941, 0.297, -2.549)
C (3.657, 0.883, -3.577)
C (3.939, 0.152, -4.720)
C (3.487, -1.152, -4.831)
C (2.795, -1.749, -3.791)
C (3.153, -2.381, -0.224)
C (4.419, -1.816, -0.326)
C (5.479, -2.349, 0.391)
C (5.292, -3.444, 1.218)
C (4.029, -4.001, 1.340)
C (2.968, -3.464, 0.636)
H (-1.938, -4.472, -2.976)
H (-0.586, -6.554, -3.096)
H (1.796, -6.490, -2.455)
H (2.805, -4.425, -1.629)
H (2.687, 0.870, -1.659)
H (3.991, 1.906, -3.484)
H (4.499, 0.603, -5.524)
H (3.678, -1.717, -5.729)
H (2.446, -2.767, -3.883)
H (4.586, -0.975, -0.987)
H (6.461, -1.909, 0.291)
H (6.127, -3.881, 1.749)
H (3.866, -4.866, 1.967)
H (1.988, -3.908, 0.726)
C (-3.668, 0.650, 6.046)
C (-4.615, 0.456, 4.862)
C (-5.603, -0.674, 5.151)
C (-6.582, -0.816, 3.993)
C (-5.807, -1.070, 2.737)
C (-6.376, -1.765, 1.692)
C (-5.664, -1.990, 0.517)
F (-6.278, -2.626, -0.487)
C (-4.365, -1.572, 0.378)
C (-3.773, -0.881, 1.440)
C (-2.402, -0.436, 1.263)
O (-1.762, -0.730, 0.236)
C (-1.894, 0.387, 2.319)
C (-2.662, 0.655, 3.421)
N (-3.887, 0.157, 3.618)
C (-4.487, -0.596, 2.621)
C (-0.573, 1.044, 2.149)
O (-0.354, 2.140, 2.657)
O (0.327, 0.421, 1.473)
H (-4.236, 0.594, 6.972)
H (-3.180, 1.621, 6.027)
H (-2.914, -0.133, 6.066)
H (-5.183, 1.384, 4.706)
H (-6.136, -0.453, 6.077)
H (-5.061, -1.614, 5.283)
H (-7.172, 0.100, 3.882)
H (-7.282, -1.633, 4.170)
H (-7.389, -2.127, 1.776)
H (-3.786, -1.747, -0.519)
H (-2.250, 1.298, 4.182)
Ge (1.956, 2.070, 1.859)
C (3.614, 1.767, 0.763)
C (4.678, 1.095, 1.356)
C (5.951, 1.182, 0.820)
C (6.181, 1.939, -0.317)
C (5.122, 2.581, -0.934)
C (3.852, 2.493, -0.397)
C (2.231, 1.036, 3.559)
C (2.463, -0.332, 3.500)
C (2.728, -1.057, 4.648)
C (2.759, -0.414, 5.874)
C (2.516, 0.948, 5.947)
C (2.254, 1.670, 4.793)
H (1.823, 3.567, 2.220)
H (4.525, 0.520, 2.257)
H (6.769, 0.669, 1.303)
H (7.180, 2.044, -0.711)
H (5.294, 3.167, -1.824)
H (3.037, 3.003, -0.884)
H (2.469, -0.829, 2.535)
H (2.928, -2.117, 4.584)
H (2.988, -0.969, 6.771)
H (2.546, 1.449, 6.903)
H (2.083, 2.738, 4.838)
C (0.604, 1.459, -5.089)
C (-0.447, 1.375, -4.015)
O (-0.148, 1.560, -2.833)
C (-1.811, 1.031, -4.448)
C (-2.196, 1.035, -5.796)
C (-3.483, 0.687, -6.157)
C (-4.399, 0.294, -5.191)
C (-4.023, 0.255, -3.860)
C (-2.752, 0.643, -3.487)
H (1.588, 1.599, -4.646)
H (0.391, 2.288, -5.763)
H (0.601, 0.535, -5.666)
H (-1.503, 1.317, -6.573)
H (-3.776, 0.703, -7.196)
H (-5.401, 0.016, -5.481)
H (-4.717, -0.095, -3.114)
H (-2.472, 0.601, -2.442)
C (-0.270, -3.067, 2.150)
O (0.276, -2.251, 1.135)
H (-0.884, -2.483, 2.845)
H (0.524, -3.568, 2.713)
H (-0.894, -3.814, 1.667)
H (0.740, -1.522, 1.576)

E_HOMO = -10.40 eV
ΔE to the lowest compared entry with this formula, charge and spin = 43.2 kcal/mol
E_tot = -5684.0981 hartree
Frontier orbital gap = 7.94 eV
Charge = +1
E_LUMO = -0.09029 hartree

These are the Mulliken partial charges, in e, on atoms 1 to 99:
1. Y -1.99
2. C -2.59
3. C 1.36
4. O 0.61
5. C 0.19
6. C -1.24
7. C -1.13
8. C -0.96
9. C -0.55
10. C 1.29
11. O 0.28
12. H 0.26
13. H 0.49
14. H 0.60
15. H 0.53
16. H 0.44
17. H 0.47
18. H 0.50
19. O -0.74
20. C 0.30
21. O 0.96
22. C -0.38
23. C -0.45
24. C -0.74
25. C -0.92
26. C -0.25
27. C -1.03
28. P 3.65
29. C 0.58
30. C 0.94
31. C -0.74
32. C -0.74
33. C -1.04
34. C -0.69
35. C 0.38
36. C -0.79
37. C -0.60
38. C -0.93
39. C -1.15
40. C -0.13
41. H 0.56
42. H 0.45
43. H 0.46
44. H 0.65
45. H -1.02
46. H 0.40
47. H 0.37
48. H 0.45
49. H 0.46
50. H 0.28
51. H 0.50
52. H 0.42
53. H 0.51
54. H 0.73
55. C -1.78
56. C 0.51
57. C -0.97
58. C -1.09
59. C 1.04
60. C -0.82
61. C -0.25
62. F -0.36
63. C -1.17
64. C 1.04
65. C 1.42
66. O 0.61
67. C -1.29
68. C -0.50
69. N 0.30
70. C -1.04
71. C 0.82
72. O -0.80
73. O 0.09
74. H 0.43
75. H 0.48
76. H 0.35
77. H 0.15
78. H 0.40
79. H 0.33
80. H 0.32
81. H 0.46
82. H 0.54
83. H 0.98
84. H 0.73
85. Ge 2.74
86. C 0.61
87. C -0.17
88. C -0.80
89. C -0.95
90. C -0.59
91. C -0.29
92. C 0.23
93. C 0.33
94. C -1.07
95. C -0.75
96. C -0.67
97. C -1.35
98. H -0.24
99. H 0.32

Formula: C3H4O3Tl
Source: the Open Molecules 2025 dataset
Level of theory: ωB97M-V with the def2-TZVPD basis set

Cartesian coordinates (Å):
O (-0.017, -1.556, -0.395)
C (1.227, -1.371, -0.239)
O (2.099, -2.249, -0.219)
O (-0.433, 1.186, 1.518)
Tl (-1.730, -0.257, 0.340)
C (0.259, 2.136, 0.916)
C (-0.306, 3.292, 0.439)
H (1.312, 1.973, 0.610)
H (1.625, -0.257, -0.099)
H (-0.912, 3.353, -0.470)
H (-0.140, 4.232, 0.968)

E_HOMO (spin up / spin down) = -2.75 / -2.75 eV
ΔE to the lowest compared entry with this formula, charge and spin = 38.6 kcal/mol
E_tot = -514.8797 hartree
Frontier orbital gap (spin up / spin down) = 5.83 / 5.82 eV
Charge = -1
E_LUMO (spin up / spin down) = 0.11291 / 0.11291 hartree

Which charges does Mulliken predict for the atoms? In e, they are:
1. O -0.59
2. C 0.45
3. O -0.61
4. O -0.67
5. Tl 0.45
6. C 0.04
7. C -0.75
8. H 0.33
9. H -0.02
10. H 0.19
11. H 0.18

Formula: C4H5NO
Source: the Open Molecules 2025 dataset
Level of theory: ωB97M-V with the def2-TZVPD basis set

Cartesian coordinates (Å):
C (-0.999, 0.037, -0.094)
C (-0.499, -0.681, -1.337)
O (0.580, -1.209, -1.433)
C (1.899, 1.300, 0.907)
N (0.998, 0.481, 1.088)
C (-0.106, -0.146, 1.094)
H (-1.034, 1.106, -0.354)
H (-2.030, -0.269, 0.112)
H (-1.211, -0.667, -2.188)
H (2.730, 0.895, 0.315)
H (-0.328, -0.848, 1.891)

E_HOMO = -8.24 eV
ΔE to the lowest compared entry with this formula, charge and spin = 69.6 kcal/mol
E_tot = -285.3036 hartree
Frontier orbital gap = 9.10 eV
E_LUMO = 0.03166 hartree

Which charges does natural (NBO) predict for the atoms? In e, they are:
1. C -0.56
2. C 0.45
3. O -0.51
4. C -0.03
5. N -0.29
6. C -0.04
7. H 0.25
8. H 0.24
9. H 0.11
10. H 0.18
11. H 0.21

Formula: C24H20CoFN3O2Te
Source: the Open Molecules 2025 dataset
Level of theory: ωB97M-V with the def2-TZVPD basis set

Cartesian coordinates (Å):
Co (0.088, 0.177, -0.363)
O (0.178, -1.248, 6.417)
C (-0.397, -0.305, 5.898)
O (-1.177, 0.550, 6.407)
C (-0.177, -0.079, 4.399)
C (-0.780, 0.972, 3.721)
C (-0.559, 1.090, 2.363)
N (0.216, 0.218, 1.708)
C (0.807, -0.793, 2.354)
C (0.631, -0.972, 3.713)
C (1.616, -1.673, 1.476)
C (2.476, -2.648, 1.954)
C (3.199, -3.402, 1.043)
C (3.046, -3.158, -0.312)
C (2.169, -2.164, -0.710)
N (1.466, -1.443, 0.163)
C (-1.150, 2.137, 1.494)
C (-1.796, 3.264, 1.974)
C (-2.291, 4.186, 1.066)
C (-2.125, 3.963, -0.291)
C (-1.467, 2.816, -0.696)
N (-0.996, 1.924, 0.178)
H (-1.414, 1.647, 4.279)
H (1.073, -1.782, 4.278)
H (2.587, -2.806, 3.017)
H (3.881, -4.166, 1.391)
H (3.599, -3.719, -1.051)
H (2.019, -1.921, -1.755)
H (-1.899, 3.423, 3.038)
H (-2.794, 5.077, 1.418)
H (-2.489, 4.665, -1.027)
H (-1.297, 2.593, -1.742)
C (-3.374, -0.600, -1.784)
Te (-2.055, -1.497, -0.382)
C (-1.409, -3.087, -1.633)
H (-4.189, -1.291, -1.980)
H (-2.840, -0.361, -2.699)
H (-3.767, 0.308, -1.332)
H (-1.229, -2.714, -2.637)
H (-2.177, -3.854, -1.642)
H (-0.490, -3.488, -1.213)
F (2.260, 1.622, -5.865)
C (1.782, 1.243, -4.670)
C (0.677, 0.415, -4.629)
C (0.188, 0.026, -3.387)
C (0.785, 0.466, -2.205)
C (1.916, 1.286, -2.295)
C (2.418, 1.688, -3.526)
H (0.221, 0.088, -5.555)
H (-0.675, -0.630, -3.360)
H (2.428, 1.628, -1.400)
H (3.286, 2.329, -3.611)

E_HOMO (spin up / spin down) = -9.99 / -9.99 eV
ΔE to the lowest compared entry with this formula, charge and spin = 15.3 kcal/mol
E_tot = -2991.6716 hartree
<S²> = 6.01
Frontier orbital gap (spin up / spin down) = 6.04 / 3.70 eV
Charge = +1
E_LUMO (spin up / spin down) = -0.14498 / -0.23082 hartree
Spin multiplicity = 5

Which charges does natural (NBO) predict for the atoms? In e, they are:
1. Co 1.50
2. O -0.69
3. C 0.70
4. O -0.72
5. C 0.02
6. C -0.20
7. C 0.23
8. N -0.62
9. C 0.16
10. C -0.19
11. C 0.19
12. C -0.20
13. C -0.11
14. C -0.24
15. C 0.06
16. N -0.55
17. C 0.17
18. C -0.20
19. C -0.11
20. C -0.24
21. C 0.07
22. N -0.57
23. H 0.27
24. H 0.27
25. H 0.25
26. H 0.25
27. H 0.25
28. H 0.22
29. H 0.25
30. H 0.25
31. H 0.25
32. H 0.22
33. C -0.86
34. Te 0.67
35. C -0.86
36. H 0.25
37. H 0.23
38. H 0.25
39. H 0.24
40. H 0.25
41. H 0.25
42. F -0.30
43. C 0.44
44. C -0.28
45. C -0.22
46. C -0.41
47. C -0.23
48. C -0.27
49. H 0.25
50. H 0.21
51. H 0.23
52. H 0.25

Formula: C6H5AsN2O2S4Zr
Source: the Open Molecules 2025 dataset
Level of theory: ωB97M-V with the def2-TZVPD basis set

Cartesian coordinates (Å):
Zr (-2.881, -0.529, 0.018)
S (-4.826, 1.032, 0.308)
As (-5.527, -1.097, 0.144)
S (-4.275, -1.603, -1.680)
S (-4.042, -1.940, 1.640)
S (-7.492, -1.618, 0.236)
O (-1.274, -2.001, -0.263)
N (-0.042, -1.680, -0.273)
N (0.114, -0.428, -0.133)
O (-0.963, 0.327, -0.005)
C (1.407, 0.184, -0.083)
C (2.538, -0.587, -0.328)
C (3.778, 0.020, -0.247)
C (3.882, 1.370, 0.066)
C (2.741, 2.119, 0.299)
C (1.488, 1.530, 0.228)
H (2.443, -1.635, -0.570)
H (4.667, -0.566, -0.432)
H (4.856, 1.836, 0.126)
H (2.820, 3.170, 0.540)
H (0.588, 2.098, 0.409)

E_HOMO = -8.69 eV
E_tot = -4367.2590 hartree
Frontier orbital gap = 7.51 eV
E_LUMO = -0.04354 hartree

Which charges does natural (NBO) predict for the atoms? In e, they are:
1. Zr 1.61
2. S -0.58
3. As 0.91
4. S -0.51
5. S -0.51
6. S -0.44
7. O -0.52
8. N 0.22
9. N 0.16
10. O -0.62
11. C 0.16
12. C -0.23
13. C -0.19
14. C -0.19
15. C -0.19
16. C -0.23
17. H 0.25
18. H 0.23
19. H 0.22
20. H 0.23
21. H 0.25

Formula: C29H60B2N4O6
Source: the Open Molecules 2025 dataset
Level of theory: ωB97M-V with the def2-TZVPD basis set

Cartesian coordinates (Å):
C (6.417, 0.057, 0.328)
C (6.277, 1.554, 0.010)
N (5.721, 1.859, -1.310)
C (4.324, 1.346, -1.456)
C (3.218, 2.407, -1.452)
B (2.010, 2.167, -0.301)
C (0.685, 1.288, -0.829)
C (0.850, -0.018, -1.639)
C (1.192, 0.218, -3.118)
C (1.834, -1.010, -0.983)
B (1.362, 3.741, 0.085)
N (0.571, 4.525, -0.901)
O (1.489, 4.434, 1.322)
C (2.643, 1.548, 1.107)
O (3.817, 1.891, 1.458)
O (1.923, 0.775, 1.816)
C (6.500, 1.854, -2.415)
C (8.000, 1.611, -2.253)
O (6.065, 2.011, -3.546)
H (6.366, -0.561, -0.573)
H (5.612, -0.254, 0.997)
H (7.364, -0.146, 0.841)
H (5.580, 2.004, 0.727)
H (7.238, 2.059, 0.122)
H (4.317, 0.752, -2.376)
H (4.171, 0.679, -0.608)
H (2.816, 2.514, -2.471)
H (3.723, 3.360, -1.246)
H (-0.004, 1.923, -1.415)
H (0.151, 1.009, 0.092)
H (-0.133, -0.528, -1.655)
H (2.261, 0.382, -3.267)
H (0.668, 1.107, -3.489)
H (0.872, -0.630, -3.738)
H (2.783, -1.049, -1.528)
H (2.014, -0.754, 0.063)
H (1.427, -2.032, -1.024)
H (-0.400, 4.651, -0.629)
H (0.573, 4.042, -1.795)
H (0.811, 4.207, 1.966)
H (8.467, 1.790, -3.220)
H (8.160, 0.568, -1.964)
H (8.471, 2.224, -1.485)
C (-2.917, -5.480, -1.868)
C (-2.296, -4.113, -2.172)
C (-3.338, -2.992, -2.067)
C (-4.344, -2.990, -3.215)
C (-3.628, -2.937, -4.563)
C (-2.591, -4.052, -4.744)
N (-1.686, -4.079, -3.544)
O (-0.717, -3.253, -3.638)
C (-3.282, -5.402, -4.976)
C (-1.725, -3.770, -5.969)
C (-1.195, -3.875, -1.146)
H (-3.231, -5.486, -0.823)
H (-3.791, -5.719, -2.465)
H (-2.177, -6.271, -2.006)
H (-2.808, -2.035, -2.055)
H (-3.846, -3.086, -1.104)
H (-4.994, -3.870, -3.159)
H (-4.998, -2.121, -3.120)
H (-4.347, -3.004, -5.386)
H (-3.120, -1.972, -4.657)
H (-2.583, -6.225, -4.823)
H (-3.633, -5.440, -6.008)
H (-4.149, -5.562, -4.341)
H (-1.261, -2.790, -5.915)
H (-2.359, -3.813, -6.857)
H (-0.934, -4.515, -6.064)
H (-0.385, -4.597, -1.263)
H (-1.617, -3.990, -0.146)
H (-0.769, -2.877, -1.219)
C (-1.506, 0.211, 4.002)
C (-1.174, 1.637, 4.461)
C (-1.000, 1.703, 5.982)
C (-2.307, 1.554, 6.758)
C (-3.336, 2.585, 6.297)
C (-3.577, 2.563, 4.783)
N (-2.253, 2.616, 4.078)
O (-1.825, 3.812, 3.938)
C (-4.397, 1.329, 4.380)
C (-4.383, 3.790, 4.364)
C (0.119, 2.002, 3.752)
H (-0.632, -0.410, 4.194)
H (-2.353, -0.247, 4.506)
H (-1.683, 0.198, 2.926)
H (-0.539, 2.664, 6.233)
H (-0.289, 0.925, 6.269)
H (-2.704, 0.541, 6.642)
H (-2.118, 1.688, 7.827)
H (-4.296, 2.428, 6.800)
H (-2.986, 3.584, 6.576)
H (-4.325, 1.157, 3.306)
H (-5.444, 1.507, 4.632)
H (-4.094, 0.422, 4.894)
H (-3.906, 4.712, 4.686)
H (-5.375, 3.725, 4.818)
H (-4.493, 3.826, 3.279)
H (0.000, 2.009, 2.669)
H (0.877, 1.244, 3.945)
H (0.515, 2.966, 4.066)

E_HOMO (spin up / spin down) = 0.06 / 0.06 eV
ΔE to the lowest compared entry with this formula, charge and spin = 0.0 kcal/mol
E_tot = -1861.1026 hartree
<S²> = 2.01
Frontier orbital gap (spin up / spin down) = 3.39 / 3.38 eV
Charge = -2
E_LUMO (spin up / spin down) = 0.12674 / 0.12659 hartree
Spin multiplicity = 3

These are the Mulliken partial charges, in e, on atoms 1 to 99:
1. C -1.15
2. C -0.66
3. N 0.17
4. C -0.49
5. C -1.19
6. B -0.48
7. C -1.03
8. C 2.37
9. C -1.64
10. C -1.22
11. B 1.15
12. N -0.88
13. O -0.69
14. C 0.73
15. O -0.84
16. O -0.79
17. C 0.81
18. C -1.32
19. O -0.70
20. H 0.30
21. H 0.31
22. H 0.33
23. H 0.45
24. H 0.48
25. H 0.42
26. H 0.05
27. H 0.30
28. H 0.37
29. H 0.41
30. H -0.43
31. H -0.38
32. H 0.18
33. H 0.33
34. H 0.27
35. H 0.31
36. H 0.22
37. H 0.29
38. H 0.24
39. H 0.28
40. H 0.24
41. H 0.38
42. H 0.21
43. H 0.35
44. C -1.89
45. C 1.77
46. C -1.15
47. C -0.49
48. C -1.31
49. C 1.76
50. N 0.43
51. O -0.50
52. C -1.79
53. C -1.86
54. C -1.49
55. H 0.43
56. H 0.33
57. H 0.37
58. H 0.17
59. H 0.48
60. H 0.31
61. H 0.41
62. H 0.37
63. H 0.40
64. H 0.35
65. H 0.48
66. H 0.29
67. H 0.34
68. H 0.43
69. H 0.45
70. H 0.49
71. H 0.41
72. H 0.05
73. C -1.84
74. C 2.17
75. C -1.30
76. C -0.48
77. C -1.28
78. C 1.73
79. N 0.52
80. O -0.63
81. C -1.80
82. C -1.93
83. C -2.14
84. H 0.45
85. H 0.36
86. H 0.33
87. H 0.42
88. H 0.38
89. H 0.29
90. H 0.39
91. H 0.35
92. H 0.38
93. H 0.35
94. H 0.50
95. H 0.31
96. H 0.38
97. H 0.43
98. H 0.45
99. H 0.17